{"formula": "C44H45GeN4OPtSTe", "method": "the ωB97M-V functional and the def2-TZVPD basis", "multiplicity": 4, "e_tot_ha": -4859.76135, "lumo_energy_ev": [-6.148, -8.079], "total_charge": 2, "e_homo_ha": [-0.450, -0.468], "species": ["Pt", "N", "C", "C", "C", "C", "C", "C", "S", "N", "C", "C", "C", "C", "C", "C", "N", "H", "H", "H", "H", "H", "H", "H", "H", "H", "Ge", "C", "C", "C", "C", "C", "C", "C", "C", "C", "C", "C", "C", "H", "H", "H", "H", "H", "H", "H", "H", "H", "H", "H", "C", "C", "O", "N", "Te", "C", "C", "C", "C", "C", "C", "C", "C", "C", "C", "C", "C", "C", "C", "C", "C", "C", "C", "H", "H", "H", "H", "H", "H", "H", "H", "H", "H", "H", "H", "H", "H", "H", "H", "H", "H", "H", "H", "H", "H", "H", "H", "H"], "positions_angstrom": [[0.37, -0.20, 0.22], [0.76, 2.31, 4.05], [0.70, 1.80, 5.33], [1.20, 2.54, 6.40], [1.14, 2.02, 7.67], [0.59, 0.75, 7.90], [0.09, 0.01, 6.86], [0.14, 0.53, 5.56], [-0.47, -0.40, 4.25], [-0.29, 0.54, 2.93], [0.26, 1.71, 2.95], [0.34, 2.49, 1.69], [0.27, 3.87, 1.73], [0.44, 4.60, 0.57], [0.69, 3.93, -0.61], [0.71, 2.54, -0.59], [0.51, 1.83, 0.53], [1.37, 3.11, 3.91], [1.64, 3.51, 6.22], [1.53, 2.59, 8.50], [0.55, 0.36, 8.91], [-0.35, -0.97, 7.03], [0.05, 4.38, 2.66], [0.38, 5.68, 0.59], [0.86, 4.44, -1.55], [0.88, 1.97, -1.49], [2.76, -0.04, 0.56], [3.20, 1.01, 2.17], [3.27, 0.37, 3.41], [3.66, 1.06, 4.55], [3.99, 2.41, 4.47], [3.92, 3.06, 3.25], [3.52, 2.37, 2.11], [3.66, -1.76, 0.74], [3.09, -2.76, 1.54], [3.75, -3.97, 1.73], [4.98, -4.20, 1.13], [5.55, -3.21, 0.34], [4.90, -2.00, 0.15], [3.30, 0.77, -0.63], [3.06, -0.69, 3.49], [3.75, 0.54, 5.50], [4.34, 2.94, 5.35], [4.21, 4.11, 3.18], [3.51, 2.88, 1.16], [2.14, -2.59, 2.03], [3.30, -4.73, 2.36], [5.49, -5.14, 1.28], [6.51, -3.38, -0.12], [5.36, -1.24, -0.47], [-2.54, 1.87, -1.12], [-2.74, 0.44, -0.64], [-3.89, -0.08, -0.80], [-1.73, -0.17, -0.10], [-3.20, -2.39, 0.06], [-4.47, -4.08, 0.06], [-5.85, -3.91, -0.10], [-6.53, -2.57, -0.29], [-6.65, -5.05, -0.10], [-6.12, -6.32, 0.05], [-7.00, -7.54, 0.04], [-4.74, -6.45, 0.22], [-3.90, -5.35, 0.23], [-2.42, -5.55, 0.39], [-2.06, -2.91, -1.62], [-0.66, -2.96, -1.49], [0.08, -2.59, -0.24], [0.09, -3.41, -2.57], [-0.50, -3.77, -3.77], [0.33, -4.26, -4.93], [-1.88, -3.66, -3.88], [-2.68, -3.24, -2.83], [-4.17, -3.14, -3.04], [-3.49, 2.23, -1.51], [-1.80, 1.88, -1.92], [-2.20, 2.51, -0.31], [-5.86, -1.72, -0.17], [-7.34, -2.46, 0.43], [-6.97, -2.51, -1.28], [-7.72, -4.93, -0.23], [-8.04, -7.28, -0.11], [-6.91, -8.09, 0.98], [-6.70, -8.22, -0.76], [-4.31, -7.44, 0.35], [-2.20, -6.56, 0.74], [-1.99, -4.86, 1.12], [-1.89, -5.41, -0.55], [-0.53, -2.44, 0.64], [0.83, -1.75, -0.54], [0.85, -3.33, 0.01], [1.17, -3.47, -2.47], [1.39, -4.28, -4.69], [0.19, -3.62, -5.80], [0.03, -5.27, -5.22], [-2.35, -3.92, -4.83], [-4.39, -3.04, -4.10], [-4.59, -2.27, -2.54], [-4.68, -4.03, -2.67]]}


{"formula": "C41H86BN5O16PS6", "method": "the ωB97M-V functional and the def2-TZVPD basis", "e_tot_ha": -5846.54978, "lumo_energy_ev": -2.007, "total_charge": 1, "e_homo_ha": -0.401, "species": ["C", "O", "C", "C", "C", "C", "C", "C", "C", "C", "N", "C", "B", "O", "O", "C", "N", "C", "N", "P", "N", "N", "C", "C", "C", "C", "O", "C", "H", "H", "H", "H", "H", "H", "H", "H", "H", "H", "H", "H", "H", "H", "H", "H", "H", "H", "H", "H", "H", "H", "H", "H", "H", "H", "H", "H", "H", "H", "H", "H", "H", "H", "H", "H", "H", "H", "C", "C", "C", "S", "O", "O", "C", "H", "H", "H", "H", "H", "H", "H", "H", "C", "C", "C", "S", "O", "O", "C", "H", "H", "H", "H", "H", "H", "H", "H", "C", "C", "C", "S", "O", "O", "C", "H", "H", "H", "H", "H", "H", "H", "H", "C", "C", "C", "S", "O", "O", "C", "H", "H", "H", "H", "H", "H", "H", "H", "C", "C", "C", "S", "O", "O", "C", "H", "H", "H", "H", "H", "H", "H", "H", "C", "C", "C", "S", "O", "O", "C", "H", "H", "H", "H", "H", "H", "H", "H"], "positions_angstrom": [[-0.08, -2.33, 6.09], [-0.87, -3.48, 6.16], [-1.46, -3.87, 4.94], [-0.54, -4.70, 4.05], [-0.66, -4.43, 2.54], [0.44, -3.59, 1.90], [0.44, -2.10, 2.27], [1.02, -1.23, 1.17], [0.91, 0.28, 1.40], [1.69, 0.99, 0.30], [1.62, 2.46, 0.25], [2.79, 3.20, 0.76], [2.76, 3.39, 2.33], [1.54, 3.55, 2.92], [3.88, 3.41, 3.11], [0.60, 3.17, -0.22], [0.72, 4.54, -0.29], [-0.38, 4.89, -0.84], [-1.24, 3.94, -1.12], [-2.83, 4.17, -1.85], [-3.91, 4.68, -0.90], [-0.59, 2.78, -0.68], [-1.31, 1.52, -0.75], [-2.47, 1.44, 0.27], [-2.48, 2.53, 1.34], [-3.33, 2.16, 2.56], [-2.52, 1.63, 3.59], [-1.80, 2.60, 4.32], [-0.55, -1.58, 5.44], [0.00, -1.93, 7.10], [0.93, -2.53, 5.71], [-1.83, -2.98, 4.41], [-2.33, -4.46, 5.23], [-0.80, -5.75, 4.18], [0.49, -4.59, 4.39], [-1.63, -3.99, 2.30], [-0.64, -5.41, 2.04], [1.41, -4.04, 2.17], [0.33, -3.65, 0.81], [-0.60, -1.78, 2.46], [1.01, -1.93, 3.19], [0.49, -1.46, 0.24], [2.08, -1.49, 1.05], [1.34, 0.54, 2.38], [-0.13, 0.56, 1.41], [1.43, 0.60, -0.68], [2.74, 0.76, 0.43], [3.68, 2.65, 0.45], [2.84, 4.16, 0.25], [1.55, 3.40, 3.87], [4.68, 3.04, 2.72], [-0.63, 5.92, -1.07], [-2.32, 5.06, -2.79], [-2.98, 2.95, -2.50], [-4.73, 4.10, -0.79], [-0.60, 0.72, -0.61], [-1.68, 1.40, -1.77], [-2.41, 0.46, 0.75], [-3.43, 1.47, -0.25], [-2.86, 3.47, 0.91], [-1.47, 2.76, 1.70], [-4.06, 1.39, 2.31], [-3.90, 3.02, 2.92], [-2.23, 2.71, 5.31], [-1.82, 3.57, 3.81], [-0.76, 2.29, 4.42], [-0.53, -10.73, 4.64], [0.99, -10.57, 4.49], [1.25, -9.97, 3.10], [-0.22, -9.01, 2.69], [-0.87, -9.60, 1.55], [0.08, -7.59, 2.67], [-1.15, -9.42, 4.17], [-0.82, -10.95, 5.66], [-0.87, -11.56, 4.01], [1.36, -9.88, 5.25], [1.49, -11.52, 4.61], [2.11, -9.30, 3.07], [1.35, -10.73, 2.33], [-2.20, -9.48, 3.90], [-0.99, -8.61, 4.88], [3.94, -15.71, 1.97], [4.38, -15.60, 3.43], [4.00, -14.19, 3.92], [2.57, -13.70, 2.95], [2.93, -12.56, 2.13], [1.40, -13.65, 3.79], [2.51, -15.17, 1.92], [3.98, -16.73, 1.61], [4.59, -15.10, 1.33], [3.87, -16.35, 4.03], [5.45, -15.77, 3.54], [3.72, -14.16, 4.97], [4.78, -13.46, 3.72], [2.17, -14.88, 0.93], [1.80, -15.85, 2.38], [-2.71, -7.47, -1.35], [-2.10, -6.90, -0.06], [-3.07, -5.85, 0.48], [-4.71, -6.34, -0.08], [-5.20, -5.34, -0.99], [-5.51, -6.75, 1.04], [-4.17, -7.77, -1.02], [-2.18, -8.37, -1.68], [-2.65, -6.73, -2.15], [-1.97, -7.71, 0.67], [-1.11, -6.47, -0.23], [-3.09, -5.79, 1.56], [-2.88, -4.86, 0.06], [-4.81, -7.87, -1.89], [-4.27, -8.64, -0.38], [-0.44, 8.05, -3.62], [0.31, 7.84, -4.94], [-0.60, 7.00, -5.85], [-2.28, 7.40, -5.35], [-2.90, 6.20, -4.81], [-2.97, 8.11, -6.39], [-1.85, 8.48, -4.00], [0.04, 8.80, -2.99], [-0.48, 7.11, -3.06], [0.52, 8.80, -5.40], [1.27, 7.33, -4.79], [-0.50, 7.25, -6.90], [-0.46, 5.93, -5.71], [-2.60, 8.37, -3.22], [-1.86, 9.50, -4.38], [-1.84, 12.98, 0.10], [-2.62, 13.66, -1.04], [-1.71, 13.68, -2.27], [-0.62, 12.26, -2.11], [0.74, 12.71, -1.95], [-0.92, 11.28, -3.12], [-1.24, 11.72, -0.51], [-2.49, 12.74, 0.94], [-1.05, 13.64, 0.45], [-3.53, 13.10, -1.26], [-2.92, 14.67, -0.77], [-2.24, 13.59, -3.21], [-1.07, 14.56, -2.30], [-0.41, 11.30, 0.05], [-2.00, 10.96, -0.70], [5.47, 8.09, -8.63], [4.32, 8.52, -9.56], [3.01, 8.14, -8.87], [3.35, 8.19, -7.10], [3.20, 6.86, -6.56], [2.65, 9.29, -6.49], [5.09, 8.58, -7.24], [6.43, 8.51, -8.95], [5.56, 7.00, -8.63], [4.36, 9.60, -9.71], [4.40, 8.05, -10.54], [2.20, 8.84, -9.07], [2.69, 7.13, -9.11], [5.62, 8.09, -6.43], [5.18, 9.66, -7.15]]}


{"formula": "C3H3NO2", "method": "the ωB97M-V functional and the def2-TZVPD basis", "e_tot_ha": -321.25411, "smiles": "O=c1nc1CO", "lumo_energy_ev": 0.322, "e_homo_ha": -0.355, "species": ["C", "C", "C", "N", "O", "O", "H", "H", "H"], "positions_angstrom": [[-0.38, 0.05, -0.31], [-1.38, 0.52, -1.19], [0.96, -0.13, 0.33], [-1.68, -0.15, -0.07], [-1.61, 1.17, -2.15], [0.96, -1.03, 1.38], [1.26, 0.89, 0.47], [1.76, -0.37, -0.31], [0.11, -0.96, 1.85]]}


{"formula": "C3H4ClFN2S", "method": "the ωB97M-V functional and the def2-TZVPD basis", "e_tot_ha": -1184.30149, "smiles": "N/N=C/S/C=C(\\F)Cl", "lumo_energy_ev": 0.460, "e_homo_ha": -0.302, "species": ["C", "C", "C", "H", "H", "H", "H", "N", "N", "F", "S", "Cl"], "positions_angstrom": [[1.24, 0.54, 0.51], [-1.47, 1.30, -0.35], [-1.97, 0.30, 0.22], [1.39, -2.34, -1.25], [2.64, -1.60, -0.03], [2.12, 0.62, 1.36], [-1.68, 1.93, -1.19], [1.48, -1.75, -0.21], [0.82, -0.49, -0.27], [-1.26, -0.28, 1.27], [0.23, 1.99, 0.02], [-3.54, -0.24, -0.07]]}